No. 1
Below is a molecular structure, C20H20N6O2V in a non-equilibrium geometry, with properties calculated with ωB97M-V/def2-TZVPD.

Summary:
lowest unoccupied orbital energy (alpha / beta) = -0.485 / -0.568 eV
largest force on an atom = 1.165 eV/A
total charge = 0
orbital gap (alpha / beta) = 5.02 / 6.81 eV
expectation value of S² = 0.90
calculated total energy = -2197.00452 a.u.
relative energy (zero: lowest compared OMol25 entry of this formula, charge and spin) = 11.03 kcal/mol
2S+1 = 2

Geometry as XYZ:
```
49
Properties=species:S:1:pos:R:3:forces:R:3:lowdin_charge:R:1
H -2.307689 -3.328449 -4.294108 0.0010 -0.0030 0.0014 0.107
C -1.566623 -2.508834 -2.466021 0.0124 0.0775 -0.2820 -0.224
N 1.400366 -1.441861 1.738209 0.2511 0.4291 0.1415 -0.103
C 3.882773 1.414204 -0.787331 0.0470 -0.0446 -0.0485 -0.052
H 0.799228 -1.931031 2.398037 0.0017 -0.0701 -0.0342 0.098
C -0.868571 -1.348904 -3.117758 -0.0212 -0.0003 0.0170 -0.046
C -0.390006 3.272997 1.206628 -0.3403 0.0372 0.0580 -0.164
H 0.319758 5.112068 2.046633 0.0021 0.0008 -0.0025 0.118
O 2.415468 5.978872 2.214097 -0.1104 0.1675 -0.1372 0.013
C -2.905474 -4.515231 -2.610172 0.0298 0.0460 0.0092 -0.089
C -2.161040 -3.732353 -0.447567 -0.1097 -0.2121 0.0800 -0.231
C -2.255255 1.341639 0.393204 0.2084 0.0314 -0.0256 -0.124
C -2.093958 -3.891852 1.046741 0.0159 -0.0048 -0.0142 -0.057
C -0.026187 2.085332 0.519716 0.1558 -0.0880 -0.1204 -0.163
H -1.129012 -4.302204 1.360857 0.0050 0.0221 -0.0379 0.078
C -2.847943 -4.651693 -1.232027 -0.0243 0.0151 0.0473 -0.059
H -1.264259 -0.393953 -2.764184 -0.0243 -0.0054 0.0293 0.077
N 2.820599 5.073487 1.483474 0.1003 -0.4584 0.3946 -0.374
H -3.447696 -5.236056 -3.208032 0.0008 0.0008 0.0053 0.099
C -1.783663 3.433422 1.484148 0.1892 0.0946 0.0272 -0.020
C 1.359113 1.877812 0.147515 -0.0605 -0.2084 -0.3191 -0.153
V 0.140534 -0.474827 0.184825 -0.5952 -0.7501 0.6632 0.850
H -3.350813 -5.481650 -0.748608 0.0054 0.0017 -0.0088 0.107
O 3.999987 5.002616 1.113944 -0.0096 0.1381 -0.1167 -0.001
H 1.774998 0.272837 2.716497 0.0470 0.0299 -0.0522 0.076
H 4.870683 1.216388 -1.180012 -0.0012 0.0202 0.0010 0.109
C -2.265821 -3.444311 -3.217437 0.0077 -0.0141 -0.0023 -0.056
C 2.891179 0.482929 -0.957512 -0.1208 0.0889 0.0490 -0.133
N 2.305871 -0.531399 2.400274 -0.0709 -0.1858 0.0060 -0.013
H 0.199843 -1.345814 -2.883821 0.0161 -0.0348 0.0067 0.072
H -2.869792 -4.570918 1.399804 0.0109 0.0027 -0.0132 0.074
C -2.681283 2.489726 1.057789 -0.0865 -0.0956 -0.0294 -0.075
H 3.060068 -0.461019 -1.457743 -0.0147 -0.0242 0.0099 0.112
N -0.938428 1.135604 0.151482 0.1410 0.5740 0.0798 -0.052
C 2.347693 2.871050 0.402132 0.0380 -0.0694 0.0565 -0.057
H -2.115543 4.320918 2.007633 0.0054 -0.0088 -0.0228 0.114
H 4.414558 3.313216 0.053416 0.0042 -0.0208 -0.0100 0.095
H -0.978321 -1.384403 -4.200981 -0.0007 -0.0147 0.0061 0.076
N 1.650935 0.698835 -0.485364 0.0449 0.3340 -0.0295 -0.042
C -1.520487 -2.662406 -1.077801 0.4062 0.5190 0.5409 -0.272
C 3.632607 2.590774 -0.094284 -0.0614 0.1462 0.0162 0.012
H 2.710046 -0.975915 3.217902 -0.0178 0.0359 0.0231 0.082
H -3.740498 2.617362 1.238671 0.0075 0.0150 0.0023 0.106
C 0.583038 4.207851 1.519963 0.1191 0.0099 -0.0214 0.029
H 1.976025 -2.139269 1.280787 -0.0667 -0.0090 -0.1143 0.099
C 1.918378 4.036070 1.130744 0.0765 0.2047 -0.0321 -0.111
N -0.826829 -1.720280 -0.301257 -0.1652 -0.7323 -0.7819 -0.104
H -2.213482 -2.932134 1.549925 -0.0368 0.0174 -0.0005 0.064
H -2.925075 0.560754 0.066973 -0.0123 -0.0050 -0.0150 0.106
```
Positions in Å, forces in eV/Å.

=====

No. 2
Below is a single C21H22N4O3 molecule in a non-equilibrium geometry, with properties calculated with ωB97M-V/def2-TZVPD.

Summary:
lowest unoccupied orbital energy = 0.478 eV
largest force on an atom = 1.071 eV/A
total charge = 0
orbital gap = 8.43 eV
calculated total energy = -1258.19610 a.u.
relative energy (zero: lowest compared OMol25 entry of this formula, charge and spin) = 45.72 kcal/mol

Geometry as XYZ:
```
50
Properties=species:S:1:pos:R:3:forces:R:3:lowdin_charge:R:1
H -5.754289 1.935444 1.480754 0.0214 0.0634 -0.0893 0.124
O -1.044729 -3.055840 0.785410 0.2930 -0.1416 -0.0389 0.066
H 5.055814 3.580864 0.270342 0.0120 0.0187 0.0642 0.093
N -2.414040 -1.239752 0.788859 -0.2715 0.3184 0.0301 0.126
C -3.291223 -3.304693 1.611446 0.2216 -0.1674 0.0035 0.006
H -1.880320 2.851035 -1.074690 -0.0728 0.0716 -0.0497 0.111
C -1.412979 1.963593 -0.674496 -0.1362 -0.1316 0.0371 -0.005
C 2.273761 -1.623929 -0.974210 -0.0404 -0.0027 -0.0033 -0.009
C 2.816339 -0.472921 -0.387879 0.6207 -0.0683 -0.0071 -0.081
H -3.363508 -0.921686 0.948373 0.0753 -0.0667 0.0191 0.139
C -4.202908 0.080515 -1.375257 -0.0512 -0.0521 -0.0806 -0.126
H -4.163754 -3.216033 0.967920 -0.1074 0.0219 -0.0263 0.078
C -2.117348 -2.548349 1.024284 -0.4168 -0.1060 0.0899 -0.514
C 4.208145 -0.412727 -0.186508 -0.3413 -0.2388 -0.0922 -0.062
C -0.197661 -0.308414 0.360474 0.0909 0.0709 -0.0003 0.037
H 5.093843 2.922279 1.910589 -0.0169 0.0632 -0.0477 0.091
H 1.217045 -1.672284 -1.182513 -0.0703 -0.0475 0.0075 0.110
H -4.051184 0.538183 -2.368236 0.0322 -0.0581 0.0884 0.128
C -2.200957 0.895167 -0.268334 0.2389 -0.0863 0.0444 -0.177
H 3.609735 3.726946 1.310770 0.0278 -0.0789 -0.0367 0.087
H -3.724528 -0.899951 -1.382020 -0.0111 0.0450 -0.0244 0.118
H 0.258479 -1.171770 0.815646 0.0110 -0.0569 -0.0115 0.114
O 6.018424 0.954164 0.556347 0.1460 -0.0525 -0.0193 0.064
C -0.035512 1.893088 -0.589154 0.1561 -0.1345 -0.0154 -0.023
C -5.715316 1.766845 0.403566 -0.0502 0.1893 0.0397 -0.176
C -4.326575 2.133868 -0.170482 -0.1368 -0.0749 0.0562 -0.142
C 2.050630 0.694731 -0.016830 0.4625 0.3865 0.1937 -0.172
C 4.455926 3.099699 1.044523 0.2739 0.2032 0.1164 -0.013
C 5.016226 -1.503350 -0.512714 0.0369 0.0814 0.0380 -0.004
O -5.991135 0.393716 0.236274 -0.1940 -0.1607 0.1072 -0.144
H 5.078502 -3.486132 -1.299418 0.0564 -0.0549 -0.0172 0.105
H -6.497948 2.370617 -0.080435 0.0623 -0.0519 0.0786 0.121
N -3.607506 0.891092 -0.327663 0.0503 0.0775 0.0685 -0.134
C 4.828520 0.804982 0.336540 -0.1009 0.1580 0.0454 -0.387
H -3.787584 2.776922 0.525144 -0.0296 0.0289 -0.0709 0.128
H -6.296434 0.558111 -1.793631 0.0243 -0.0734 0.0432 0.123
H -3.025655 -4.352179 1.719011 0.0174 0.0109 -0.0184 0.083
N 2.624661 1.776396 0.406993 -1.0533 -0.1844 -0.0673 0.155
H 2.652128 -3.573331 -1.735860 -0.0522 -0.0590 -0.0353 0.108
H 0.574398 2.720249 -0.915961 0.0604 0.0824 -0.0374 0.110
C 0.584583 0.747722 -0.099704 -0.5134 0.1831 -0.0736 -0.163
H 6.077675 -1.418580 -0.335520 0.0801 -0.0027 0.0096 0.119
C -1.578616 -0.240179 0.283310 0.1568 0.1681 -0.1634 -0.143
H -6.051267 -1.072825 -1.127982 0.0180 0.0886 -0.0959 0.123
H -4.441468 2.668841 -1.128144 0.0867 -0.0057 0.0622 0.124
C 4.456849 -2.639041 -1.050722 0.0730 0.0599 0.0316 -0.063
N 3.941510 1.838353 0.559601 0.4823 -0.2692 -0.0728 -0.103
C 3.085062 -2.688933 -1.292511 -0.0765 0.0137 -0.0089 -0.057
C -5.714513 -0.036487 -1.074081 -0.0760 -0.0069 -0.1401 -0.179
H -3.538692 -2.896607 2.589183 -0.0696 0.0289 0.0693 0.086
```
Positions in Å, forces in eV/Å.

=====

No. 3
Below is a single C3H8N2O molecule, with properties calculated with ωB97M-V/def2-TZVPD.

Summary:
lowest unoccupied orbital energy = 0.899 eV
largest force on an atom = 0.885 eV/A
total charge = 0
orbital gap = 10.41 eV
calculated total energy = -303.86686 a.u.
relative energy (zero: lowest compared OMol25 entry of this formula, charge and spin) = 15.85 kcal/mol

Geometry as XYZ:
```
14
Properties=species:S:1:pos:R:3:forces:R:3:lowdin_charge:R:1
H 0.588848 -2.210298 1.038069 0.2396 0.1293 -0.1625 0.070
H 1.801471 1.225229 -1.606107 -0.0558 0.0115 -0.4170 0.083
H -0.291360 0.034873 -1.405889 0.1023 -0.1719 0.0900 0.127
H 1.373037 2.178639 -0.236910 -0.2696 -0.0839 0.1059 0.083
N -0.101309 -2.006149 0.322502 -0.3197 -0.1001 0.3746 -0.001
C -0.255262 0.418513 0.581545 -0.2639 0.1903 -0.1141 -0.519
H 0.527093 2.497405 -1.721379 -0.1154 0.0245 -0.3739 0.077
N -0.015755 0.715951 -0.719963 -0.1411 -0.1090 -0.0350 0.006
C 0.951711 1.702658 -1.123538 0.5555 0.2440 0.6440 -0.077
C -0.952548 -0.904371 0.830742 0.1960 -0.6001 0.1074 -0.189
H -1.923239 -0.975055 0.337076 0.0431 0.2415 -0.0864 0.116
H -1.112349 -0.960206 1.910780 -0.0997 0.0650 -0.0863 0.112
O 0.061542 1.140695 1.506454 0.2059 0.0933 0.1149 0.050
H -0.651878 -2.857885 0.286619 -0.0772 0.0659 -0.1617 0.062
```
Positions in Å, forces in eV/Å.

=====

No. 4
Below is a molecular structure, C46H31BrF15GeN5O4STi in a non-equilibrium geometry, with properties calculated with ωB97M-V/def2-TZVPD.

Summary:
lowest unoccupied orbital energy = -7.618 eV
largest force on an atom = 1.498 eV/A
total charge = +2
orbital gap = 6.19 eV
calculated total energy = -9742.45311 a.u.

Geometry as XYZ:
```
105
Properties=species:S:1:pos:R:3:forces:R:3:lowdin_charge:R:1
H 0.031487 0.508894 -4.194344 -0.0031 -0.0010 0.0061 0.128
H -3.430564 -2.380219 -4.066906 -0.0042 -0.0012 0.0040 0.117
C -2.431075 1.961940 -2.409594 -0.0057 0.0523 0.0000 0.026
O -1.781560 1.037300 2.906672 0.0750 -0.0598 0.0327 0.002
H -1.991017 4.279289 -0.311447 -0.0207 0.0194 0.0255 0.138
C 2.803225 4.132869 4.363068 -0.0086 0.0161 0.0148 -0.122
H -0.217144 -0.619943 5.111913 -0.0122 -0.0134 -0.0013 0.051
F 6.662987 0.737765 0.691366 -0.0347 0.0238 0.0473 0.116
C 5.476098 -1.588192 4.223117 -0.0087 0.0226 0.0066 -0.140
C -1.802591 -2.444922 2.588461 -0.0209 0.1495 0.0982 -0.477
C -4.242925 0.473842 4.219930 -0.0285 -0.0181 -0.0433 -0.148
N 0.957331 -1.818257 1.547365 0.0214 -0.1319 0.0198 -0.043
C -3.310231 -1.291109 -0.369684 -0.0182 0.0270 0.0717 -0.016
F 2.945092 3.574773 0.002252 -0.0183 -0.0275 0.0401 0.071
H -0.227157 -3.363007 -1.153896 0.0151 0.0298 -0.0525 0.165
C 1.850037 -3.794579 0.529258 0.0160 -0.0953 0.1101 0.057
C 6.082611 1.814411 0.154086 0.0290 0.0233 -0.0501 -0.197
F 8.150421 2.339537 -0.836338 -0.0121 -0.0072 0.0092 0.159
C 2.469058 -3.202166 2.749957 -0.0018 0.0304 0.0466 0.005
F 4.796397 -1.333607 0.201763 -0.0407 0.0405 0.0394 0.088
H -4.473838 0.506429 2.053918 -0.0030 -0.0094 -0.0014 0.054
H -3.013946 -3.724101 3.585959 -0.0022 -0.0043 0.0117 0.182
H -3.329293 2.558838 -2.494244 0.0003 -0.0069 0.0025 0.136
F 3.379487 5.254402 4.752182 0.0101 -0.0050 -0.0171 0.171
C 5.011842 -1.397238 1.523541 -0.0236 -0.0199 -0.0704 -0.261
H -2.095508 0.940815 5.721943 0.0018 -0.0252 0.0039 0.116
H 1.870565 -4.462507 -0.321226 -0.0072 -0.0104 0.0157 0.141
F 5.690600 -1.682520 5.526295 -0.0034 0.0067 0.0284 0.156
C 1.647588 -2.078980 2.645258 0.0831 -0.0312 -0.0444 -0.080
H -2.257181 3.903627 1.382589 0.0046 -0.0121 0.0117 0.133
C 4.729814 -0.541467 3.704101 0.0071 -0.0851 0.0503 -0.210
C 2.611363 -4.044894 1.671531 0.0030 -0.0057 -0.0625 0.015
H 1.556230 -1.387329 3.467922 -0.0038 -0.0287 0.0231 0.118
N -0.870394 0.865298 -0.973752 -0.0581 -0.1401 -0.2037 0.000
C -0.959424 -0.896178 5.865904 -0.0103 -0.0183 -0.0136 -0.056
C -2.619417 2.235673 0.059735 -0.0007 0.0283 -0.0285 -0.114
N -1.479317 -1.078783 2.419172 -0.1397 -0.2269 0.2358 0.079
C -0.571294 0.829510 -3.356515 -0.0010 0.0255 -0.0348 -0.016
C 4.988319 4.070997 -1.007861 0.0180 0.0037 -0.0030 -0.133
C 4.477544 -0.417986 2.347891 -0.0086 -0.0870 -0.1403 -0.142
F 4.460245 5.154017 -1.560836 -0.0177 0.0141 -0.0007 0.150
C 5.757637 -2.452940 2.000477 0.0027 -0.0588 0.0215 -0.147
C 1.058652 2.506109 4.595746 -0.0219 0.0451 0.0202 -0.125
F 1.135140 4.380626 5.995306 0.0083 -0.0048 -0.0063 0.175
F 4.457100 3.847538 2.765340 -0.0053 -0.0630 -0.0424 0.131
C -3.393336 -2.079038 -3.029136 0.0306 0.0065 0.0141 -0.088
H -3.908842 1.509729 4.274112 -0.0108 0.0109 0.0267 0.126
C -2.181395 -2.039425 -2.359356 -0.0102 0.0073 -0.0870 -0.016
C -1.972470 1.625376 -1.141500 0.0698 -0.0360 0.0226 -0.253
C -0.357273 3.255086 0.588585 0.0658 -0.0457 0.0060 -0.151
Ti -0.253320 -0.069028 1.019412 0.8482 1.0822 -0.5943 1.087
H -3.284276 -1.005696 0.673884 -0.0095 0.0047 -0.0191 0.092
C -3.436063 -1.876121 4.372858 -0.0319 -0.0149 0.0225 -0.408
C 1.627784 1.807661 3.555140 -0.0555 0.0717 0.0126 -0.215
O -4.295515 -2.278059 5.106768 0.0211 -0.0058 0.0077 0.163
H -0.700792 2.095941 2.160937 -0.0103 0.0231 -0.0135 0.068
C 6.324635 3.760764 -1.216364 0.0216 0.0378 -0.0411 -0.116
C -5.047886 0.237156 2.947037 0.0174 -0.0001 0.0082 -0.053
C 2.763029 2.204861 2.883758 0.0281 -0.0695 0.0097 -0.127
H -5.949166 0.848232 2.944226 0.0076 0.0055 0.0016 0.091
C -4.559783 -1.720606 -2.366521 0.0114 0.0037 0.0145 -0.684
C 4.744737 2.095340 0.383460 -0.1009 0.0729 -0.0920 -0.148
C -2.999289 -0.427357 4.336378 -0.0092 -0.0325 -0.0432 -0.296
H -4.858005 0.275493 5.096817 -0.0042 -0.0123 -0.0017 0.135
Br -6.196284 -1.760555 -3.279431 -0.0484 0.0020 -0.0276 0.833
H -5.437257 -1.063561 -0.521090 0.0046 -0.0037 -0.0005 0.114
H -2.972424 -0.395645 6.459346 -0.0033 0.0191 0.0081 0.137
H 0.155784 3.110957 -0.358548 -0.0099 -0.0394 -0.0057 0.122
F 7.068611 4.542326 -1.972367 0.0045 0.0033 0.0000 0.175
C -2.064831 -0.136287 3.195128 -0.0135 -0.0754 -0.0525 -0.409
C -0.058528 -2.564446 -0.436489 -0.1428 -0.1889 0.1469 -0.015
O -1.296925 -3.322524 1.932033 0.0209 -0.0195 -0.0508 0.109
C -4.523322 -1.328477 -1.035161 0.0201 -0.0094 -0.0014 -0.089
H -5.365036 -0.804480 2.858213 -0.0009 0.0047 0.0064 0.089
Ge 3.546810 1.064417 1.496363 0.1624 0.1488 0.3442 0.824
F 1.006491 0.634946 3.192934 -0.0196 -0.1933 -0.0050 -0.013
H -0.533228 -0.661475 6.840048 0.0037 0.0021 -0.0036 0.094
F 6.688745 -3.556272 3.846135 0.0134 -0.0170 0.0113 0.174
C 4.231319 3.237791 -0.214081 0.0439 0.0137 -0.0197 -0.235
N -0.907930 -1.618997 -0.288655 0.0185 -0.1117 -0.0481 0.000
O -0.152881 2.038686 1.353324 -0.1084 -0.0178 0.2509 -0.264
H 0.695411 -0.103177 -1.930591 -0.0117 -0.0284 -0.0014 0.052
C 5.991458 -2.546203 3.365588 0.0181 -0.0188 -0.0195 -0.126
H 0.144453 4.058665 1.126501 0.0119 0.0208 -0.0287 0.141
C -1.736592 1.562616 -3.531674 -0.0007 -0.0105 -0.0300 0.004
H 2.992175 -3.381621 3.679254 -0.0030 0.0007 -0.0079 0.131
C 1.010929 -2.707706 0.531302 0.0370 0.0418 -0.0675 -0.278
H -3.653261 2.490821 -0.168910 -0.0055 -0.0111 0.0042 0.137
S 1.948987 0.425989 0.107083 -0.7379 -0.2414 0.0759 0.549
C 3.339028 3.385895 3.322834 0.0357 0.0480 0.0201 -0.198
C 6.875789 2.631862 -0.633384 0.0294 -0.0207 -0.0086 -0.129
C -2.142227 -1.648658 -1.028574 0.1242 0.0057 0.0555 -0.252
F 6.226400 -3.384772 1.180539 -0.0013 0.0102 -0.0027 0.150
F -0.039306 2.070725 5.209702 0.0422 -0.0027 -0.0402 0.137
H -2.087637 1.823389 -4.521587 0.0048 0.0049 0.0101 0.132
C -1.848303 3.509449 0.449978 -0.0197 0.0148 -0.0401 -0.112
C -2.264484 -0.134893 5.672126 -0.0022 0.0407 -0.0008 -0.138
H -2.647750 1.539629 0.898556 0.0075 -0.0158 0.0154 0.081
H 3.270872 -4.901143 1.717278 -0.0066 -0.0033 -0.0050 0.137
N -2.761099 -2.744896 3.527218 0.0144 0.0282 -0.0568 0.236
C 1.658887 3.688913 5.002787 -0.0214 0.0341 0.0440 -0.114
H -1.273052 -2.288927 -2.894671 0.0021 -0.0070 0.0231 0.126
H -1.108193 -1.977969 5.829717 -0.0034 0.0131 0.0046 0.088
C -0.192118 0.491769 -2.081508 -0.0406 0.0357 0.0824 -0.173
F 4.246296 0.349022 4.577507 -0.0476 0.0743 -0.0140 0.113
```
Positions in Å, forces in eV/Å.